ORCA calculation (ωB97M-V/def2-TZVPD) on an isolated molecule of C5H6N2O2 at a distorted geometry.

Geometry as XYZ:
```
15
Properties=species:S:1:pos:R:3:lowdin_charge:R:1
C 0.57285 1.38346 1.26141 -0.506
C -0.63775 3.36821 0.35382 -0.268
C 0.08059 -0.01825 1.02301 -0.144
C -0.92062 -0.18805 -0.03432 -0.275
C 0.81317 0.43474 -1.52751 -0.003
N -0.32176 2.32527 0.84532 0.226
N -0.34260 -0.12799 -1.35171 -0.002
O 1.62415 1.66175 1.76984 0.123
O -1.10785 4.32501 -0.05682 0.216
H 0.90626 -0.66040 0.84883 0.115
H -0.26527 -0.41351 2.01754 0.153
H -1.50564 -1.15716 0.05957 0.139
H -1.72291 0.52456 -0.00813 0.106
H 1.30286 0.32092 -2.41213 0.037
H 1.31502 1.01400 -0.70941 0.082
```

- Orbital gap: 10.253 eV
- E: -12356.0527 eV
- ΔE to the lowest compared entry with this formula, charge and spin: 36.2 kcal per mole
- Lowest unoccupied orbital energy: 0.400 eV
- Structure (SMILES): C=NCCC(=O)N=C=O



ORCA calculation (ωB97M-V/def2-TZVPD) on a structure of composition C19H42NO2P3SeSm at a distorted geometry.

Geometry as XYZ:
```
69
Properties=species:S:1:pos:R:3:lowdin_charge:R:1
Sm -0.17246 0.74311 0.48564 1.247
P 1.57330 1.83845 -1.37456 0.697
P -2.14475 0.75990 -1.53645 0.688
P 1.88341 -0.21593 2.14671 0.693
H -2.04384 -1.98461 0.33580 0.044
C -1.61380 -1.88235 1.33823 -0.194
C -2.23043 -1.11718 2.26527 -0.015
H -3.18025 -0.61345 2.04606 0.078
C 2.46860 0.72041 -2.51868 -0.253
C 1.07143 3.14780 -2.53589 -0.250
C 2.98877 2.64587 -0.57967 -0.253
C -3.75213 0.03814 -1.08438 -0.241
C -2.73307 2.39114 -2.08716 -0.254
C -1.75028 -0.05237 -3.12905 -0.243
C 1.30679 -1.13986 3.60596 -0.240
C 2.75177 1.15711 2.97268 -0.255
C 3.22387 -1.22582 1.43245 -0.277
H -0.69768 -2.41187 1.62207 0.047
H -1.80483 -1.00416 3.26913 0.076
H 3.09344 1.32462 -3.20159 0.079
H 1.75489 0.12095 -3.09793 0.039
H 3.09925 0.01044 -1.96402 0.045
H 1.97506 3.49994 -3.06112 0.075
H 0.62076 3.98021 -1.98166 0.051
H 0.32686 2.77556 -3.25112 0.044
H 3.51543 3.23064 -1.34412 0.074
H 3.66585 1.90654 -0.13979 0.049
H 2.64444 3.31011 0.21688 0.041
H -4.29055 -0.22020 -2.00893 0.075
H -4.34041 0.78898 -0.53114 0.066
H -3.64305 -0.85652 -0.45954 0.028
H -3.41340 2.24920 -2.93917 0.079
H -1.89970 3.03538 -2.38757 0.031
H -3.29178 2.86823 -1.26873 0.044
H -2.66654 -0.11750 -3.73484 0.070
H -1.35039 -1.05902 -2.94379 0.038
H -0.99077 0.53267 -3.67085 0.048
H 2.17200 -1.63807 4.06682 0.076
H 0.54130 -1.87939 3.33224 0.031
H 0.86449 -0.43448 4.32663 0.064
H 3.52948 0.73687 3.62451 0.078
H 2.02548 1.71721 3.58026 0.050
H 3.20986 1.82738 2.23306 0.037
H 3.84581 -1.65526 2.22959 0.073
H 3.83298 -0.59899 0.76370 0.051
H 2.78257 -2.03659 0.82402 -0.048
C 0.30880 -4.25444 -0.92949 -0.487
C -0.85531 -4.78183 -0.34608 -0.111
C -1.11870 -6.17160 -0.40338 -0.050
C -0.25818 -7.02280 -1.12409 -0.046
C 0.85569 -6.48062 -1.80070 -0.048
C 1.12916 -5.10936 -1.70170 -0.131
Se 0.96486 -2.37583 -0.84503 0.898
H -0.14462 -1.63305 -0.05949 -0.238
H -1.55158 -4.11543 0.15122 0.068
H -1.99853 -6.59781 0.11274 0.125
H -0.46824 -8.11365 -1.16198 0.131
H 1.50590 -7.14198 -2.39749 0.129
H 1.99297 -4.69744 -2.22843 0.103
N -2.11824 5.05774 1.66072 0.211
C -0.92593 4.52713 2.38885 -0.010
C -0.61260 3.21528 1.70668 -0.575
O 0.54984 2.69110 1.65937 -0.157
O -1.59039 2.63262 1.10530 -0.173
H -1.82555 5.62310 0.84784 0.194
H -2.64090 5.69081 2.26985 0.189
H -2.66119 4.21233 1.38706 0.160
H -0.08526 5.23960 2.37760 0.167
H -1.20977 4.39291 3.44463 0.169
```

- Orbital gap (alpha / beta): 5.756 / 6.584 eV
- 2S+1: 6
- E: -137062.2488 eV
- ΔE to the lowest compared entry with this formula, charge and spin: 0.0 kcal per mole
- Lowest unoccupied orbital energy (alpha / beta): -9.766 / -8.941 eV
- Net charge: +3



ORCA calculation (ωB97M-V/def2-TZVPD) on an isolated molecule of C6H12O at a distorted geometry.

Geometry as XYZ:
```
19
Properties=species:S:1:pos:R:3:lowdin_charge:R:1
C -0.20794 1.49162 2.11583 -0.106
C -0.83153 0.98943 0.81510 -0.240
C -0.01487 -0.13256 0.15030 -0.398
C -0.73281 -0.68305 -1.09550 -0.237
C 0.01996 -1.83114 -1.76553 -0.107
C 1.22546 0.49159 -0.33299 -0.101
O 2.35646 -0.01893 0.12656 0.062
H -0.82167 2.27793 2.56664 0.071
H -0.11312 0.67880 2.84454 0.076
H 0.79400 1.90570 1.94933 0.069
H -1.84121 0.60736 1.00765 0.112
H -0.93026 1.82309 0.10619 0.115
H 0.19288 -0.94249 0.86513 0.147
H -0.87791 0.13515 -1.81420 0.116
H -1.72880 -1.02070 -0.78501 0.112
H -0.54769 -2.23149 -2.61146 0.071
H 0.19368 -2.65131 -1.05984 0.077
H 0.99709 -1.50801 -2.14416 0.069
H 2.71445 0.69118 -0.45503 0.091
```

- Orbital gap: 9.521 eV
- E: -8461.2031 eV
- ΔE to the lowest compared entry with this formula, charge and spin: 72.7 kcal per mole
- Lowest unoccupied orbital energy: 1.085 eV



ORCA calculation (ωB97M-V/def2-TZVPD) on a structure of composition C5H20F2FeN11O9S2 at a distorted geometry.

Geometry as XYZ:
```
50
Properties=species:S:1:pos:R:3:lowdin_charge:R:1
Fe -11.00049 13.77050 -35.24677 1.170
N -12.43885 14.81465 -34.36277 -0.242
S -13.29238 16.09752 -34.67981 0.378
O -12.94447 17.25094 -33.99171 -0.174
O -14.71241 15.97101 -34.98027 -0.183
F -12.62965 16.31438 -36.14390 -0.196
S -13.57249 14.64761 -33.07338 0.542
O -14.65584 13.77031 -33.54807 -0.246
O -13.71965 15.53145 -31.93250 -0.235
F -12.54375 13.50925 -32.42904 -0.236
C -9.37681 16.74151 -36.03156 -0.721
O -9.97754 15.64343 -35.81398 -0.091
N -9.72298 17.79946 -35.41630 0.233
N -8.45688 16.75048 -36.90329 0.209
H -10.40588 17.78223 -34.67236 0.119
H -9.11841 18.60359 -35.50558 0.136
H -7.89339 17.58570 -36.97385 0.132
H -8.44331 16.01847 -37.59905 0.092
C -12.56343 13.31800 -38.13240 -0.755
O -12.02228 13.54550 -37.09307 -0.002
N -13.73266 13.73885 -38.37879 0.215
N -12.07592 12.69094 -39.19596 0.187
H -14.13408 13.58004 -39.29188 0.137
H -14.07713 14.37378 -37.67287 0.135
H -12.79211 12.44056 -39.86265 0.117
H -11.12789 12.34263 -39.19080 0.067
C -8.97578 14.73066 -32.60936 -0.746
O -9.71988 14.09750 -33.32795 0.009
N -9.34470 15.81555 -31.99779 0.202
N -7.75372 14.50670 -32.34987 0.202
H -8.68353 16.32697 -31.43086 0.125
H -10.18265 16.31130 -32.26647 0.125
H -7.19388 14.19205 -33.12941 0.140
H -7.29383 15.17053 -31.74329 0.127
C -9.39478 11.80193 -36.92233 -0.808
O -9.48032 12.62369 -36.00688 -0.064
N -9.33538 12.02723 -38.17585 0.138
N -9.45412 10.53649 -36.73397 0.193
H -9.35249 11.25010 -38.82073 0.069
H -9.12197 13.00542 -38.30888 0.065
H -9.18866 9.93278 -37.49893 0.096
H -9.42633 10.29439 -35.75381 0.130
C -12.71700 11.21118 -34.16069 -0.795
O -11.92572 11.91443 -34.71499 0.000
N -12.52557 10.62135 -33.03358 0.217
N -13.92557 11.11893 -34.49334 0.220
H -11.62441 10.64069 -32.57790 0.141
H -13.25100 10.02322 -32.66467 0.137
H -14.37853 10.25396 -34.23498 0.147
H -14.20341 11.79401 -35.19131 0.138
```

- Orbital gap (alpha / beta): 2.802 / 5.586 eV
- 2S+1: 9
- E: -101807.4776 eV
- ΔE to the lowest compared entry with this formula, charge and spin: 16.5 kcal per mole
- Lowest unoccupied orbital energy (alpha / beta): -2.269 / -7.629 eV
- Net charge: +1



ORCA calculation (ωB97M-V/def2-TZVPD) on an isolated molecule of C2H6ClN at a distorted geometry.

Geometry as XYZ:
```
10
Properties=species:S:1:pos:R:3:lowdin_charge:R:1
C 0.17881 -0.69271 0.24320 -0.382
C 0.70640 0.53476 -0.56821 -0.549
H -1.94899 -0.91491 0.71207 0.082
H -1.44644 0.53513 0.14393 0.052
H 1.04630 -1.52863 0.05969 0.162
H 0.34287 -0.43950 1.36177 0.111
H 1.59317 0.73237 -0.21851 -0.031
H 0.74497 0.17274 -1.63765 0.110
N -1.21089 -0.56345 0.06400 -0.101
Cl -0.00620 2.16421 -0.16029 0.546
```

- Orbital gap: 10.113 eV
- E: -16181.7325 eV
- ΔE to the lowest compared entry with this formula, charge and spin: 53.0 kcal per mole
- Lowest unoccupied orbital energy: 1.075 eV
- Structure (SMILES): NCCCl



ORCA calculation (ωB97M-V/def2-TZVPD) on a cluster of 2 separate species, C5H13NO in total at a distorted geometry.

Geometry as XYZ:
```
20
Properties=species:S:1:pos:R:3:lowdin_charge:R:1
C -0.28187 -2.00206 1.32321 -0.112
N -1.12479 -0.96109 0.64504 -0.122
C -0.82785 -0.93535 -0.83582 -0.250
C 1.86339 1.63126 -1.93817 -0.121
C 0.66633 0.76236 -1.78183 -0.182
C 0.58343 -0.35496 -1.05275 -0.091
H -0.99416 -2.57102 1.91093 0.077
H 0.40583 -1.45568 1.97627 0.068
H 0.36616 -2.48583 0.59827 0.067
H -2.08963 -1.26301 0.51969 0.087
H -0.96882 -1.91989 -1.29766 0.103
H -1.51716 -0.27843 -1.35595 0.097
H 1.51811 2.67126 -2.05494 0.071
H 2.47224 1.44145 -2.82308 0.075
H 2.46568 1.74597 -1.03291 0.074
H -0.10551 1.08478 -2.47865 0.102
H 1.26237 -0.58673 -0.24254 0.096
H -0.37419 1.18934 2.08135 -0.004
H -1.28192 2.35902 2.52197 0.006
O -0.74643 1.65480 2.81990 -0.042
```

- Orbital gap: 10.212 eV
- E: -8931.6600 eV
- ΔE to the lowest compared entry with this formula, charge and spin: 54.2 kcal per mole
- Lowest unoccupied orbital energy: 0.995 eV
- Structure (SMILES): C/C=C/CNC.O



Which of these has the lowest E?
C19H42NO2P3SeSm



What is the E in the first record?
-12356.0527 eV



Which formula does entry 1 have?
C5H6N2O2